Entry 1:
The following is a quantum chemistry calculation of C9H20AgF4N3O8S4 as an isolated structure at a distorted geometry, from the Open Molecules 2025 dataset.

Summary:
ΔE to the lowest compared entry with this formula, charge and spin: 609.2 kJ/mol
E_tot: -88708.3540 eV
Orbital gap: 3.8885 eV
Strongest force on any atom: 9.11 eV/A
HOMO energy: -8.45 eV

Each line ends with the natural charge from an NBO analysis.
Cartesian coordinates (Å):
Ag1 -3.850 -2.881 0.449  0.9937
C1 3.117 3.901 4.502  -0.6052
C2 2.243 3.092 3.580  -0.3902
C3 2.279 3.570 2.124  -0.4093
C4 1.320 2.773 1.172  -0.1875
N1 1.478 3.260 -0.333  -0.2240
C5 2.812 2.751 -1.034  -0.1958
C6 2.471 1.297 -1.383  -0.4391
C7 0.982 1.219 -1.581  -0.4353
C8 0.412 2.624 -1.232  -0.2047
C9 1.276 4.788 -0.347  -0.4116
H1 2.943 3.530 5.512  0.2332
H2 2.882 4.965 4.463  0.2103
H3 4.144 3.773 4.160  0.2122
H4 1.192 3.124 3.868  0.1974
H5 2.391 2.015 3.492  0.2152
H6 3.271 3.488 1.681  0.2027
H7 2.046 4.632 2.048  0.2033
H8 0.271 2.781 1.468  0.2217
H9 1.512 1.711 1.021  0.2188
H10 2.985 3.366 -1.917  0.2233
H11 3.725 2.794 -0.439  0.2433
H12 3.144 1.033 -2.198  0.2590
H13 2.727 0.662 -0.535  0.2337
H14 0.612 1.072 -2.595  0.2509
H15 0.546 0.451 -0.942  0.2376
H16 0.227 3.338 -2.035  0.2206
H17 -0.537 2.666 -0.699  0.2254
H18 2.146 5.306 0.056  0.2349
H19 0.435 5.103 0.270  0.2329
H20 1.095 5.104 -1.374  0.2251
N2 -6.097 -4.379 -2.991  -1.1529
S1 -5.874 -4.948 -4.344  2.4287
O1 -6.613 -4.261 -5.457  -0.9214
O2 -5.660 -6.370 -4.440  -0.9198
F1 -4.392 -4.442 -4.468  -0.5185
S2 -7.734 -4.745 -2.969  2.3797
O3 -8.248 -6.050 -3.447  -0.8467
O4 -8.528 -3.609 -3.201  -0.9079
F2 -7.753 -4.834 -1.317  -0.5378
N3 0.122 -4.362 1.218  -1.1728
S3 1.095 -4.303 2.357  2.4549
O5 2.462 -3.772 2.189  -0.9340
O6 0.881 -5.338 3.359  -0.9196
F3 0.441 -3.032 3.022  -0.5332
S4 0.916 -5.413 0.115  2.3730
O7 1.660 -6.505 0.715  -0.8673
O8 1.464 -4.816 -1.132  -0.8910
F4 -0.439 -6.129 -0.433  -0.5058

***

Entry 2:
The following is a quantum chemistry calculation of a 2-piece molecular cluster, C6H16 overall at a distorted geometry, from the Open Molecules 2025 dataset.

Summary:
ΔE to the lowest compared entry with this formula, charge and spin: 86.7 kJ/mol
E_tot: -6480.7594 eV
Orbital gap: 12.1195 eV
Strongest force on any atom: 2.95 eV/A
HOMO energy: -11.01 eV

Each line ends with the natural charge from an NBO analysis.
Cartesian coordinates (Å):
C1 -0.991 -2.554 -1.233  -0.5991
C2 0.111 -1.963 -0.314  -0.2234
C3 1.396 -1.925 -1.197  -0.6220
C4 -0.287 -0.503 0.008  -0.6197
H1 -0.638 -3.581 -1.394  0.2052
H2 -0.883 -2.111 -2.224  0.2037
H3 -1.988 -2.422 -0.826  0.2086
H4 0.331 -2.579 0.542  0.2017
H5 1.592 -0.897 -1.507  0.2039
H6 2.391 -2.207 -0.818  0.2124
H7 1.364 -2.553 -2.098  0.2009
H8 -0.694 -0.563 1.029  0.2099
H9 0.535 0.213 0.054  0.2083
H10 -0.998 -0.037 -0.672  0.2083
C5 0.594 2.925 1.391  -0.6182
C6 -0.922 2.909 1.304  -0.6136
H11 1.063 2.679 0.428  0.2014
H12 1.004 3.933 1.468  0.2067
H13 1.066 2.352 2.187  0.2086
H14 -1.321 3.729 0.690  0.2043
H15 -1.343 3.137 2.282  0.2035
H16 -1.382 2.017 0.899  0.2086

***

Entry 3:
The following is a quantum chemistry calculation of a 2-piece molecular cluster, C3H10NO overall at a distorted geometry, from the Open Molecules 2025 dataset.

Summary:
Net charge: -1
ΔE to the lowest compared entry with this formula, charge and spin: 122.5 kJ/mol
E_tot: -6809.5055 eV
Orbital gap: 7.0594 eV
Strongest force on any atom: 2.13 eV/A
HOMO energy: -2.60 eV

Each line ends with the natural charge from an NBO analysis.
Cartesian coordinates (Å):
C1 -2.657 0.181 -0.119  -0.2097
O1 -1.420 0.303 -0.718  -0.9838
H1 -3.136 -0.780 -0.412  0.0980
H2 -2.535 -0.009 0.968  0.0893
H3 -3.271 1.082 -0.268  0.1078
C2 0.997 -0.509 1.117  -0.4113
N1 0.933 -0.661 -0.334  -0.6993
C3 1.845 0.281 -0.970  -0.4180
H4 1.965 -0.778 1.564  0.1490
H5 0.762 0.532 1.406  0.1516
H6 0.254 -1.119 1.617  0.1854
H7 -0.036 -0.242 -0.453  0.4458
H8 1.304 1.115 -1.436  0.1867
H9 2.494 -0.160 -1.733  0.1598
H10 2.501 0.764 -0.229  0.1486

***

Entry 4:
The following is a quantum chemistry calculation of C51H50Br2N4O13P as an isolated structure at a distorted geometry, from the Open Molecules 2025 dataset.

Summary:
Net charge: +1
E_tot: -235624.4647 eV
Orbital gap: 6.5576 eV
Strongest force on any atom: 13.03 eV/A
HOMO energy: -11.00 eV

Each line ends with the Mulliken charge.
Cartesian coordinates (Å):
C1 -5.104 2.840 -0.858  -1.0581
C2 -5.126 1.224 -0.992  -0.0504
C3 -5.151 0.478 0.474  0.1461
C4 -4.954 1.527 1.732  -1.2321
C5 -4.036 -0.683 0.639  -0.2362
C6 -4.319 -2.210 1.017  -0.1336
C7 -5.920 -2.563 1.204  0.1630
Br1 -6.869 -2.538 2.956  -0.0210
C8 -6.697 -2.884 0.011  0.1828
C9 -6.080 -2.900 -1.496  -0.7204
Br2 -8.661 -3.333 0.137  -0.1230
N1 -3.450 -3.337 1.204  -0.7610
N2 -2.129 -3.118 1.087  0.4641
C10 -1.630 -1.783 0.777  0.2347
P1 0.308 -1.663 0.717  0.0177
N3 0.859 -2.877 1.931  -0.5462
O1 0.872 -0.156 1.345  0.1156
C11 -2.423 -0.437 0.487  0.5360
C12 -1.815 1.011 0.103  -0.1258
C13 -0.841 1.044 -1.192  -0.2493
C14 -1.519 1.574 -2.570  0.6790
C15 -1.161 0.558 -3.828  -0.6538
N4 -2.309 0.326 -4.762  -0.5963
H1 -6.060 3.134 -0.238  0.3566
H2 -5.195 3.412 -1.865  0.3188
H3 -4.205 3.280 -0.282  0.2159
H4 -6.081 0.918 -1.609  0.3101
H5 -4.229 0.765 -1.564  0.0315
H6 -6.245 0.075 0.592  0.3887
H7 -5.920 2.188 1.782  0.3949
H8 -3.983 2.152 1.663  0.2481
H9 -4.996 0.849 2.692  0.3578
H10 -5.728 -3.955 -1.844  0.2878
H11 -5.169 -2.192 -1.603  0.0614
H12 -6.906 -2.499 -2.218  0.3687
H13 -1.477 -3.934 1.229  0.1589
H14 0.670 -3.840 1.594  0.2943
H15 0.291 -2.633 2.772  0.3172
H16 0.307 0.174 2.101  0.3332
H17 -1.181 1.367 1.027  0.3527
H18 -2.635 1.835 -0.035  -0.4796
H19 0.018 1.807 -0.935  0.1202
H20 -0.305 0.050 -1.440  0.1480
H21 -0.989 2.585 -2.860  -0.2904
H22 -2.645 1.826 -2.505  -0.0633
H23 -0.277 1.023 -4.448  0.2439
H24 -0.791 -0.482 -3.477  0.3572
H25 -2.948 -0.394 -4.383  0.2026
H26 -2.796 1.193 -5.046  0.2493
C16 1.470 -6.976 3.373  -0.3751
C17 1.343 -7.666 4.508  -0.3273
C18 0.017 -7.906 5.115  0.2963
O2 -0.100 -8.534 6.152  -0.5120
C19 -1.161 -7.354 4.415  -0.4290
C20 -1.033 -6.663 3.280  -0.3592
C21 0.292 -6.424 2.674  0.6310
O3 0.410 -5.793 1.633  -0.6914
H27 2.434 -6.790 2.915  0.4333
H28 2.196 -8.078 5.033  0.4170
H29 -2.125 -7.539 4.872  0.4288
H30 -1.887 -6.252 2.755  0.4138
C22 5.349 1.995 2.784  -0.2977
C23 4.167 1.376 2.739  -0.3296
C24 3.475 1.138 1.457  0.2603
O4 2.386 0.569 1.415  -0.4722
C25 4.140 1.611 0.226  -0.3961
C26 5.322 2.230 0.270  -0.5573
C27 6.015 2.468 1.552  0.3870
O5 7.095 3.032 1.593  -0.6152
H31 5.870 2.178 3.715  0.4497
H32 3.667 1.023 3.632  0.4374
H33 3.619 1.428 -0.706  0.4909
H34 5.823 2.583 -0.623  0.4601
C28 -6.715 -3.240 9.186  -0.3872
C29 -7.900 -3.854 9.150  -0.3818
C30 -8.601 -4.092 7.872  0.2171
O6 -9.684 -4.652 7.838  -0.5263
C31 -7.941 -3.624 6.635  0.0294
C32 -6.756 -3.010 6.672  -0.0630
C33 -6.055 -2.772 7.950  0.2322
O7 -4.972 -2.212 7.983  -0.5566
H35 -6.188 -3.057 10.114  0.4089
H36 -8.397 -4.204 10.047  0.4145
H37 -8.468 -3.807 5.707  0.3561
H38 -6.259 -2.660 5.775  0.2167
C34 9.163 -1.483 3.572  -0.4175
C35 10.203 -1.385 4.402  -0.3469
C36 10.791 -0.073 4.743  0.3162
O8 11.742 0.017 5.500  -0.5407
C37 10.181 1.125 4.131  -0.4856
C38 9.141 1.027 3.300  -0.1026
C39 8.553 -0.285 2.960  0.4463
O9 7.601 -0.375 2.202  -0.5301
H39 8.720 -2.437 3.311  0.4074
H40 10.661 -2.254 4.860  0.4108
H41 10.623 2.079 4.392  0.4388
H42 8.683 1.895 2.843  0.4212
C40 2.901 5.901 -4.186  -0.4259
C41 2.132 5.476 -3.181  -0.5016
C42 0.951 4.623 -3.427  0.4893
O10 0.246 4.236 -2.508  -0.5878
C43 0.656 4.257 -4.827  -0.3382
C44 1.426 4.681 -5.832  -0.2655
C45 2.606 5.535 -5.586  0.2304
O11 3.311 5.921 -6.503  -0.4841
H43 3.770 6.527 -4.023  0.4478
H44 2.335 5.735 -2.149  0.4421
H45 -0.212 3.631 -4.990  0.4915
H46 1.223 4.422 -6.865  0.4664
C46 5.237 5.649 -10.601  -0.3962
C47 4.468 5.225 -9.596  -0.1522
C48 3.287 4.371 -9.843  0.3605
O12 2.582 3.984 -8.925  -0.4963
C49 2.992 4.005 -11.243  -0.3504
C50 3.761 4.430 -12.248  -0.3799
C51 4.942 5.283 -12.002  0.3163
O13 5.646 5.670 -12.919  -0.5412
H47 6.105 6.275 -10.439  0.4154
H48 4.671 5.483 -8.564  0.4003
H49 2.124 3.379 -11.406  0.4230
H50 3.558 4.171 -13.280  0.3993

***

Entry 5:
The following is a quantum chemistry calculation of an isolated ion of composition C7H6N5 and charge +1 at a distorted geometry, from the Open Molecules 2025 dataset.

Summary:
Net charge: +1
ΔE to the lowest compared entry with this formula, charge and spin: 283.7 kJ/mol
E_tot: -14795.0474 eV
Orbital gap: 9.3859 eV
Strongest force on any atom: 5.02 eV/A
HOMO energy: -15.36 eV

Each line ends with the natural charge from an NBO analysis.
Cartesian coordinates (Å):
C1 -1.090 -1.871 0.926  0.1385
C2 -2.222 1.072 0.595  0.2302
C3 -1.192 -0.008 -1.215  0.2216
C4 1.395 -0.424 -0.147  0.5769
C5 0.099 1.643 -0.138  -0.1698
C6 -0.516 -0.581 1.014  -0.0966
C7 -0.994 0.589 0.021  -0.2897
N1 -1.595 -2.900 0.792  -0.1068
N2 -3.163 1.317 1.179  -0.1536
N3 -1.348 -0.476 -2.245  -0.1587
N4 1.299 0.851 -0.533  -0.5980
N5 2.305 -1.310 -0.165  -0.7368
H1 -0.065 2.261 -1.010  0.2478
H2 0.281 2.260 0.746  0.2516
H3 -0.096 -0.394 1.995  0.2804
H4 1.695 1.431 -1.277  0.4529
H5 2.105 -2.254 0.284  0.4669
H6 3.101 -1.205 -0.821  0.4430

***

Entry 6:
The following is a quantum chemistry calculation of C13H31NO3Rb as an isolated structure at a distorted geometry, from the Open Molecules 2025 dataset.

Summary:
Net charge: +1
E_tot: -22264.8200 eV
Orbital gap: 8.4995 eV
Strongest force on any atom: 4.02 eV/A
HOMO energy: -11.47 eV

Each line ends with the natural charge from an NBO analysis.
Cartesian coordinates (Å):
Rb1 -2.299 -0.233 1.825  0.9788
C1 1.124 2.065 2.095  -0.6319
C2 1.301 2.375 0.606  0.0909
C3 2.719 2.741 0.292  -0.4003
C4 3.707 1.556 0.357  -0.3967
C5 3.189 0.463 -0.502  -0.4083
C6 1.720 -0.027 -0.233  0.1312
N1 0.936 1.215 -0.198  -0.1753
O1 -0.352 0.772 0.076  -0.6544
C7 1.186 -1.041 -1.279  -0.6154
C8 1.842 -0.788 1.105  -0.6391
C9 0.336 3.487 0.354  -0.6143
H1 1.782 1.342 2.568  0.2157
H2 0.064 1.756 2.106  0.1793
H3 1.235 2.890 2.789  0.2286
H4 2.853 3.205 -0.688  0.2174
H5 3.033 3.522 0.936  0.2222
H6 3.733 1.127 1.394  0.1881
H7 4.771 1.724 0.058  0.2368
H8 3.799 -0.421 -0.505  0.2121
H9 3.239 0.834 -1.508  0.2049
H10 1.042 -0.589 -2.287  0.2249
H11 1.719 -1.998 -1.288  0.2294
H12 0.142 -1.214 -0.939  0.1977
H13 0.831 -0.849 1.551  0.1740
H14 2.178 -1.814 1.006  0.2249
H15 2.397 -0.284 1.892  0.2154
H16 0.640 4.445 0.737  0.2314
H17 -0.619 3.301 0.696  0.2021
H18 0.196 3.831 -0.667  0.2261
H19 -0.816 0.903 -0.721  0.4894
C10 -2.729 -0.834 -2.235  -0.6453
C11 -3.927 -0.003 -1.763  -0.0580
O2 -3.486 1.020 -0.932  -0.7714
H20 -2.134 -0.153 -2.866  0.2188
H21 -2.897 -1.687 -2.860  0.2345
H22 -2.090 -1.104 -1.408  0.2015
H23 -4.657 -0.620 -1.238  0.1474
H24 -4.446 0.422 -2.656  0.1824
H25 -4.055 1.769 -0.809  0.4962
C12 -1.014 -3.798 1.072  -0.6238
C13 -2.343 -3.947 0.310  -0.0666
O3 -3.063 -2.679 0.418  -0.7810
H26 -0.397 -4.613 0.827  0.2340
H27 -1.074 -3.654 2.107  0.2073
H28 -0.486 -2.835 0.656  0.1942
H29 -2.940 -4.729 0.745  0.1849
H30 -2.145 -4.112 -0.758  0.1800
H31 -3.743 -2.740 -0.237  0.4792